Density functional theory data (the ωB97M-V functional and the def2-TZVPD basis) for a structure of composition C45H45BrF5N3O8PSSeTa.

The HOMO-LUMO gap comes out at 0.3119 Ha. For the highest occupied orbital energy, the calculation gives -8.56 eV.

Structure (ORCA input):
```
! RIJCOSX wB97M-V def2-TZVPD def2/J DEFGRID3
* xyz 0 1
Ta -1.056 0.461 -0.517
O -0.873 2.105 4.210
C -0.053 2.943 3.517
C 0.071 4.290 3.836
C 0.911 5.104 3.091
C 1.629 4.582 2.025
C 1.487 3.241 1.703
C 0.652 2.410 2.439
C 0.459 0.968 2.042
O 0.431 0.855 0.625
N 1.535 0.162 2.574
N 1.545 -1.096 2.038
C 2.646 -1.723 2.044
C 2.785 -3.050 1.424
Br 1.902 -3.261 -0.244
C 3.562 -4.026 1.890
C 4.295 -3.984 3.167
C 5.555 -4.581 3.242
C 6.285 -4.550 4.418
C 5.761 -3.935 5.547
C 4.499 -3.361 5.493
C 3.768 -3.388 4.314
H -1.370 2.606 4.865
H -0.495 4.699 4.665
H 0.996 6.153 3.344
H 2.277 5.218 1.436
H 2.004 2.827 0.845
H -0.478 0.592 2.457
H 2.432 0.635 2.514
H 3.556 -1.292 2.472
H 3.697 -4.914 1.284
H 5.965 -5.064 2.363
H 7.264 -5.010 4.456
H 6.328 -3.914 6.468
H 4.075 -2.898 6.374
H 2.771 -2.967 4.291
C 3.069 -0.852 -5.107
C 3.008 -0.638 -3.604
C 4.180 -1.301 -2.902
C 2.926 0.839 -3.248
O 1.836 -1.351 -3.080
P 0.356 -0.819 -3.208
O 0.009 -0.209 -4.491
O 0.189 0.129 -1.945
O -0.502 -2.056 -2.728
C -1.056 -3.074 -3.634
C -0.037 -3.450 -4.699
C -1.349 -4.252 -2.723
C -2.331 -2.514 -4.241
H 3.974 -0.391 -5.505
H 2.201 -0.408 -5.592
H 3.097 -1.919 -5.333
H 5.116 -0.865 -3.254
H 4.191 -2.371 -3.113
H 4.106 -1.163 -1.824
H 3.840 1.337 -3.574
H 2.824 0.967 -2.169
H 2.081 1.320 -3.745
H 0.894 -3.786 -4.241
H 0.173 -2.606 -5.356
H -0.440 -4.262 -5.305
H -0.431 -4.607 -2.251
H -1.784 -5.069 -3.300
H -2.059 -3.961 -1.949
H -2.115 -1.625 -4.832
H -3.035 -2.247 -3.450
H -2.794 -3.267 -4.881
C -1.407 -3.078 1.262
C -2.471 -2.077 0.884
O -1.861 -1.042 0.106
C -3.640 -2.635 0.113
C -4.467 -1.781 -0.614
C -5.542 -2.281 -1.326
C -5.823 -3.642 -1.301
C -5.024 -4.493 -0.555
C -3.934 -3.993 0.147
H -0.555 -2.550 1.686
H -1.084 -3.629 0.377
H -1.792 -3.780 2.002
H -4.280 -0.715 -0.611
H -6.164 -1.605 -1.899
H -6.665 -4.034 -1.856
H -5.240 -5.553 -0.521
H -3.316 -4.673 0.717
Se -3.121 -1.074 2.489
C -4.116 -2.512 3.265
C -3.537 -3.328 4.231
C -4.264 -4.375 4.779
C -5.567 -4.610 4.361
C -6.146 -3.795 3.399
C -5.424 -2.744 2.851
H -2.519 -3.139 4.549
H -3.812 -5.007 5.532
H -6.133 -5.427 4.790
H -7.162 -3.975 3.072
H -5.869 -2.108 2.096
S -2.800 0.891 -2.352
C -2.099 2.168 -3.206
N -1.665 3.073 -3.775
F -1.665 7.182 0.553
C -1.799 5.856 0.535
C -2.703 5.239 1.384
F -3.441 5.983 2.208
C -2.834 3.861 1.399
F -3.693 3.291 2.245
C -2.059 3.077 0.555
O -2.109 1.744 0.548
C -1.166 3.723 -0.285
F -0.387 2.925 -1.056
C -1.014 5.091 -0.311
F -0.112 5.664 -1.098
*
```



Density functional theory data (the ωB97M-V functional and the def2-TZVPD basis) for a structure of composition C6H66NO27 at a distorted geometry.

The HOMO-LUMO gap comes out at 0.3116 Ha. For the highest occupied orbital energy, the calculation gives -11.00 eV.

Structure (ORCA input):
```
! RIJCOSX wB97M-V def2-TZVPD def2/J DEFGRID3
* xyz 1 1
C -4.067 -1.108 0.917
O -2.672 -1.449 0.719
C -1.709 -0.468 0.263
C -0.401 -0.941 -0.230
N 0.570 0.070 -0.449
H -0.049 0.737 -1.098
H 0.848 0.617 0.335
C 1.910 -0.527 -0.729
C 2.817 0.632 -1.239
O 2.920 1.788 -0.389
C 3.853 2.803 -0.773
H -4.463 -0.616 0.081
H -4.265 -0.342 1.639
H -4.648 -1.837 1.053
H -1.644 0.464 0.978
H -2.136 0.014 -0.639
H -0.559 -1.536 -1.031
H 0.123 -1.599 0.348
H 1.916 -1.287 -1.527
H 2.227 -0.991 0.193
H 2.940 0.853 -2.262
H 3.996 0.302 -1.279
H 4.747 2.329 -0.910
H 3.926 3.727 -0.151
H 3.784 3.392 -1.780
O -6.583 1.694 3.088
H -6.485 0.756 3.019
H -5.814 2.153 3.013
O 6.178 -0.999 -1.123
H 6.828 -0.237 -1.264
H 5.617 -1.070 -1.994
O 1.813 -1.613 2.292
H 2.646 -1.986 2.633
H 2.201 -0.694 2.110
O -1.985 -3.703 0.256
H -2.568 -4.305 0.872
H -2.484 -2.904 0.179
O -6.344 1.128 -1.291
H -7.183 0.548 -1.373
H -6.439 1.967 -1.698
O 1.320 2.452 -4.174
H 1.759 3.282 -3.898
H 1.235 2.500 -5.196
O 2.701 5.848 -0.782
H 2.561 6.725 -0.783
H 2.377 5.396 -1.589
O 0.996 -4.055 0.792
H 1.430 -3.295 1.388
H 0.043 -3.826 0.639
O 2.501 -0.334 -4.789
H 1.663 -0.537 -5.204
H 2.866 -1.179 -4.924
O -3.392 2.499 0.211
H -4.211 2.128 -0.387
H -3.119 3.383 0.058
O 5.104 -0.874 -3.659
H 5.951 -1.073 -4.138
H 4.696 -0.188 -4.018
O 3.690 -4.450 -1.947
H 2.754 -3.971 -1.998
H 3.526 -4.480 -0.889
O 0.930 1.718 1.967
H 1.689 1.314 2.531
H 0.128 1.641 2.686
O -4.751 -2.191 3.992
H -4.840 -3.099 4.250
H -3.868 -2.075 3.482
O -1.811 -2.408 3.231
H -1.677 -1.377 3.426
H -0.989 -2.707 3.536
O 5.513 6.371 -0.648
H 6.092 5.660 -0.381
H 4.581 6.083 -0.657
O -4.062 -2.313 -2.397
H -3.510 -2.945 -2.761
H -4.790 -2.757 -1.869
O -1.743 0.680 3.740
H -1.452 1.123 4.637
H -2.207 1.452 3.245
O -6.618 -3.106 0.533
H -6.526 -3.667 1.298
H -7.478 -2.992 0.127
O 0.932 4.376 0.850
H 1.800 4.903 0.591
H 1.361 3.512 1.270
O 3.158 0.110 2.356
H 3.968 -0.422 2.170
H 3.401 0.346 3.171
O -0.634 1.891 -2.139
H -0.944 2.470 -1.501
H 0.027 2.223 -2.713
O -6.688 -0.506 3.167
H -5.857 -1.238 3.388
H -7.409 -0.720 3.713
O 5.474 -0.682 1.606
H 5.656 -0.891 0.728
H 5.110 -1.567 2.093
O 1.111 -3.170 -2.566
H 0.574 -4.105 -2.428
H 0.541 -2.651 -3.194
*
```



Density functional theory data (the ωB97M-V functional and the def2-TZVPD basis) for a cluster of 9 separate species, C56H58F8NO2 in total at a distorted geometry.

The HOMO-LUMO gap comes out at 0.3003 Ha. For the highest occupied orbital energy, the calculation gives -10.37 eV.

Structure (ORCA input):
```
! RIJCOSX wB97M-V def2-TZVPD def2/J DEFGRID3
* xyz 1 1
C 1.340 -4.493 -1.428
C 1.620 -3.058 -1.935
C 3.119 -2.748 -1.978
C 0.769 -2.007 -1.203
C 1.138 -1.691 0.257
O -0.056 -1.412 0.975
C 2.105 -0.496 0.471
O 3.450 -0.853 0.706
C 3.654 -1.790 1.754
C 2.363 -2.414 2.236
N 1.655 -2.879 1.000
H 0.408 -4.538 -0.858
H 1.229 -5.174 -2.268
H 2.153 -4.872 -0.809
H 1.292 -3.029 -2.975
H 3.649 -3.616 -2.375
H 3.323 -1.921 -2.656
H 3.561 -2.524 -1.004
H -0.266 -2.348 -1.194
H 0.823 -1.072 -1.764
H -0.443 -0.613 0.609
H 2.095 0.134 -0.415
H 1.712 0.090 1.307
H 4.272 -2.594 1.334
H 4.218 -1.353 2.579
H 1.707 -1.732 2.771
H 2.587 -3.256 2.888
H 2.330 -3.414 0.451
H 0.875 -3.487 1.251
F -0.225 4.616 5.234
C 0.708 3.772 4.758
C 1.531 4.196 3.733
C 2.488 3.322 3.242
C 2.597 2.042 3.767
C 1.756 1.636 4.795
C 0.804 2.507 5.304
H 1.416 5.191 3.324
H 3.143 3.641 2.442
H 3.343 1.361 3.374
H 1.837 0.638 5.205
H 0.142 2.217 6.109
F -2.337 3.894 -1.012
C -1.997 4.834 -0.098
C -1.476 6.034 -0.535
C -1.133 6.988 0.413
C -1.304 6.732 1.767
C -1.828 5.513 2.179
C -2.186 4.556 1.240
H -1.342 6.218 -1.590
H -0.728 7.939 0.090
H -1.028 7.474 2.498
H -1.960 5.307 3.234
H -2.606 3.604 1.534
F -0.315 7.301 -3.144
C -0.504 6.782 -4.380
C 0.599 6.448 -5.137
C 0.397 5.914 -6.401
C -0.891 5.729 -6.886
C -1.983 6.075 -6.103
C -1.795 6.605 -4.834
H 1.593 6.609 -4.741
H 1.250 5.645 -7.010
H -1.042 5.316 -7.874
H -2.987 5.936 -6.480
H -2.631 6.880 -4.205
F -4.494 4.452 7.409
C -4.691 3.932 6.183
C -3.593 3.587 5.421
C -3.800 3.049 4.160
C -5.089 2.875 3.675
C -6.177 3.233 4.459
C -5.983 3.764 5.727
H -2.596 3.740 5.813
H -2.949 2.767 3.554
H -5.246 2.461 2.688
H -7.182 3.102 4.084
H -6.816 4.045 6.356
F 5.179 -4.663 -5.319
C 4.509 -5.743 -4.873
C 5.223 -6.816 -4.377
C 4.524 -7.921 -3.913
C 3.135 -7.941 -3.953
C 2.441 -6.852 -4.462
C 3.129 -5.738 -4.924
H 6.304 -6.781 -4.361
H 5.067 -8.769 -3.518
H 2.594 -8.805 -3.589
H 1.361 -6.868 -4.496
H 2.610 -4.875 -5.321
F -1.020 9.641 2.890
C -1.692 10.530 3.660
C -2.349 10.070 4.782
C -3.034 10.984 5.569
C -3.057 12.328 5.222
C -2.390 12.762 4.085
C -1.696 11.859 3.292
H -2.322 9.017 5.031
H -3.552 10.644 6.455
H -3.595 13.036 5.837
H -2.409 13.808 3.810
H -1.164 12.175 2.405
F 1.764 -5.618 1.475
C 1.075 -6.697 1.975
C 1.793 -7.745 2.503
C 1.090 -8.829 3.008
C -0.298 -8.844 2.971
C -0.991 -7.772 2.428
C -0.301 -6.679 1.924
H 2.874 -7.714 2.515
H 1.630 -9.664 3.432
H -0.839 -9.694 3.364
H -2.071 -7.784 2.394
H -0.823 -5.831 1.498
F -0.604 -8.193 -4.365
C -0.805 -8.830 -5.547
C 0.287 -9.138 -6.333
C 0.070 -9.797 -7.535
C -1.219 -10.125 -7.932
C -2.298 -9.798 -7.122
C -2.095 -9.147 -5.914
H 1.284 -8.871 -6.011
H 0.912 -10.054 -8.162
H -1.382 -10.636 -8.871
H -3.303 -10.051 -7.430
H -2.920 -8.890 -5.264
*
```



Density functional theory data (the ωB97M-V functional and the def2-TZVPD basis) for an isolated molecule of C5H11P at a distorted geometry.

The HOMO-LUMO gap (spin up / spin down) comes out at 0.2176 / 0.2548 Ha. For the highest occupied orbital energy (spin up / spin down), the calculation gives -4.68 / -9.14 eV. As for the expectation value of S²: 2.01.

Structure (ORCA input):
```
! RIJCOSX wB97M-V def2-TZVPD def2/J DEFGRID3
* xyz 0 3
C 0.047 0.971 -0.294
C 0.337 1.613 0.811
C 1.106 1.070 1.995
C -0.140 -0.735 -2.357
C -0.938 -1.640 0.292
P 0.536 -0.752 -0.628
H -0.489 1.774 -1.089
H 0.046 2.751 1.029
H 1.662 0.262 1.739
H 0.427 0.762 2.871
H 1.784 1.740 2.342
H -0.446 -1.835 -2.683
H -1.149 -0.297 -2.365
H 0.647 -0.295 -2.953
H -0.452 -2.488 0.757
H -1.289 -0.994 1.091
H -1.690 -1.908 -0.559
*
```



Density functional theory data (the ωB97M-V functional and the def2-TZVPD basis) for an isolated molecule of C4H4N2 at a distorted geometry.

The HOMO-LUMO gap (spin up / spin down) comes out at 0.3080 / 0.3080 Ha. For the highest occupied orbital energy (spin up / spin down), the calculation gives -7.56 / -7.56 eV.

Structure (ORCA input):
```
! RIJCOSX wB97M-V def2-TZVPD def2/J DEFGRID3
* xyz 0 1
C -0.406 -1.062 -0.126
C 1.054 -0.997 0.055
C 1.414 1.363 -0.231
C -1.220 -0.033 -0.035
N 1.414 0.200 0.145
N -2.116 0.770 0.144
H -0.749 -2.034 -0.335
H 1.642 -1.871 0.461
H 1.200 2.094 0.385
H -2.232 1.570 -0.463
*
```



Density functional theory data (the ωB97M-V functional and the def2-TZVPD basis) for an isolated molecule of C5H10O.

The HOMO-LUMO gap comes out at 0.3160 Ha. For the highest occupied orbital energy, the calculation gives -7.68 eV.

Structure (ORCA input):
```
! RIJCOSX wB97M-V def2-TZVPD def2/J DEFGRID3
* xyz 0 1
C 2.069 -0.300 0.120
C 0.971 0.503 -0.572
C -0.283 -0.320 -0.866
C -1.200 -0.776 0.695
C -1.694 0.669 -0.277
O -1.232 0.523 -1.546
H 2.223 -1.255 -0.393
H 1.823 -0.515 1.166
H 3.019 0.245 0.119
H 1.325 0.793 -1.575
H 0.791 1.454 -0.050
H -0.244 -1.114 1.111
H -1.688 -0.288 1.560
H -1.800 -1.642 0.407
H -1.308 1.516 0.291
H -2.770 0.508 -0.189
*
```



Density functional theory data (the ωB97M-V functional and the def2-TZVPD basis) for a cluster of 2 separate species, C2H6ClN2O in total at a distorted geometry.

The HOMO-LUMO gap (spin up / spin down) comes out at 0.2015 / 0.3228 Ha. For the highest occupied orbital energy (spin up / spin down), the calculation gives -11.88 / -13.51 eV.

Structure (ORCA input):
```
! RIJCOSX wB97M-V def2-TZVPD def2/J DEFGRID3
* xyz 1 1
C -1.075 -0.883 0.350
C 3.146 1.078 0.032
N -2.258 -0.549 -0.144
N -0.195 -1.602 -0.295
O 0.969 -1.900 0.162
Cl 2.886 -0.526 -0.006
H -0.794 -0.518 1.331
H 3.312 1.574 0.978
H 3.095 1.658 -0.879
H -2.912 -0.008 0.400
H -2.578 -0.891 -1.039
H -0.430 -1.978 -1.222
*
```



Density functional theory data (the ωB97M-V functional and the def2-TZVPD basis) for a cluster of 10 separate species, C35H51IN12O in total.

The HOMO-LUMO gap comes out at 0.3083 Ha. For the highest occupied orbital energy, the calculation gives -8.50 eV. As for the SMILES: COCCCCc1c(CN)cc(C[C@@H](C)I)c2nccnc12.CC#N.CC#N.CC#N.CC#N.CC#N.CC#N.CC#N.CC#N.CC#N.

Structure (ORCA input):
```
! RIJCOSX wB97M-V def2-TZVPD def2/J DEFGRID3
* xyz 0 1
C 0.022 -2.761 4.510
O -1.261 -2.360 4.072
C -1.349 -2.221 2.658
C -1.607 -0.767 2.285
C -0.617 0.218 2.905
C 0.780 0.324 2.257
C 0.826 0.022 0.782
C 0.400 0.939 -0.149
C -0.163 2.275 0.269
N -0.208 3.220 -0.843
C 0.448 0.612 -1.528
C 0.896 -0.595 -1.982
C 0.876 -0.944 -3.451
C -0.319 -1.843 -3.780
C -1.662 -1.293 -3.326
I -0.358 -2.145 -5.918
C 1.358 -1.545 -1.042
N 1.813 -2.752 -1.487
C 2.230 -3.586 -0.576
C 2.243 -3.263 0.806
N 1.805 -2.122 1.262
C 1.330 -1.231 0.341
H 0.046 -2.669 5.595
H 0.217 -3.813 4.266
H 0.800 -2.145 4.048
H -0.448 -2.612 2.181
H -2.185 -2.835 2.306
H -1.671 -0.691 1.196
H -2.603 -0.515 2.660
H -0.508 -0.068 3.954
H -1.089 1.203 2.923
H 1.515 -0.285 2.777
H 1.109 1.356 2.388
H -1.190 2.101 0.615
H 0.385 2.682 1.125
H 0.653 3.188 -1.374
H -0.323 4.168 -0.516
H 0.101 1.325 -2.263
H 1.793 -1.463 -3.720
H 0.765 -0.020 -4.020
H -0.154 -2.835 -3.365
H -1.768 -1.401 -2.245
H -2.492 -1.777 -3.835
H -1.717 -0.220 -3.536
H 2.588 -4.558 -0.895
H 2.636 -3.986 1.512
C 2.345 0.065 6.305
C 2.482 1.066 5.254
N 2.586 1.856 4.430
H 2.217 0.556 7.268
H 1.478 -0.563 6.108
H 3.234 -0.561 6.340
C -0.909 5.773 -3.886
C -0.146 5.990 -2.667
N 0.450 6.068 -1.690
H -1.710 6.505 -3.961
H -0.259 5.855 -4.756
H -1.341 4.776 -3.866
C -4.649 2.896 -2.649
C -3.859 3.299 -3.805
N -3.243 3.595 -4.726
H -4.543 3.631 -1.852
H -5.696 2.819 -2.937
H -4.307 1.928 -2.287
C -5.754 1.911 -6.845
C -6.611 1.763 -5.676
N -7.271 1.651 -4.744
H -5.733 2.954 -7.155
H -4.741 1.599 -6.601
H -6.135 1.300 -7.662
C 3.720 5.753 -3.198
C 3.204 5.231 -4.456
N 2.776 4.802 -5.430
H 3.031 5.504 -2.393
H 4.690 5.309 -2.982
H 3.822 6.835 -3.257
C 0.098 -6.076 7.375
C 0.750 -4.805 7.663
N 1.260 -3.801 7.879
H 0.778 -6.722 6.823
H -0.184 -6.566 8.305
H -0.795 -5.904 6.776
C 4.253 1.124 1.024
C 4.260 2.088 -0.070
N 4.259 2.849 -0.928
H 4.106 1.640 1.973
H 3.435 0.419 0.878
H 5.196 0.579 1.051
C 6.266 -4.734 -1.805
C 5.560 -5.029 -0.564
N 5.003 -5.262 0.410
H 6.339 -3.657 -1.941
H 7.268 -5.158 -1.769
H 5.727 -5.163 -2.647
C -6.194 -1.684 2.799
C -5.502 -1.201 1.612
N -4.951 -0.816 0.683
H -5.888 -1.103 3.667
H -7.269 -1.587 2.665
H -5.948 -2.731 2.969
*
```